[1]
DFT (ωB97M-V/def2-TZVPD) results for a single C6H11NO molecule at a distorted geometry.

Output
E_tot = -365.0709 hartree
E_HOMO = -6.9 eV
net charge = 0
ΔE to the lowest compared entry with this formula, charge and spin = 4.3690 eV
HOMO-LUMO gap = 7.88 eV

```
19
Properties=species:S:1:pos:R:3:mulliken_charge:R:1
C 2.59 -0.51 0.25 -1.24
C 1.13 -0.72 0.03 -0.44
C 0.23 0.25 -0.29 1.09
C 0.50 1.72 -0.10 -1.59
C -0.92 -0.13 -1.16 -0.72
O -2.12 0.62 -1.03 -0.43
C -1.86 0.03 0.20 0.18
N -2.59 -1.12 0.58 -0.47
H 2.93 -1.09 1.11 0.32
H 3.17 -0.85 -0.61 0.27
H 2.83 0.53 0.43 0.34
H 0.81 -1.75 -0.04 0.34
H -0.35 2.30 -0.43 0.37
H 0.67 1.95 0.96 0.33
H 1.38 2.02 -0.66 0.45
H -0.94 -1.10 -1.65 0.39
H -1.81 0.75 1.01 0.38
H -2.71 -1.24 1.58 0.22
H -2.93 -1.66 -0.20 0.21
```

[2]
DFT (ωB97M-V/def2-TZVPD) results for 2 unconnected molecules or ions with the total composition C46H45BF6N2O2S at a distorted geometry.

Output
E_tot = -3062.0550 hartree
E_HOMO = -6.0 eV
net charge = 0
ΔE to the lowest compared entry with this formula, charge and spin = 2.6213 eV
HOMO-LUMO gap = 3.37 eV

```
103
Properties=species:S:1:pos:R:3:mulliken_charge:R:1
F 6.39 0.78 4.23 -0.28
C 5.06 0.56 4.29 1.00
F 4.75 -0.48 3.44 -0.24
F 4.77 0.10 5.56 -0.26
C 4.21 1.75 3.98 -1.20
N 2.83 1.42 4.35 0.34
C 2.40 1.90 5.61 0.32
C 2.86 3.16 6.06 -0.52
C 2.69 3.53 7.39 -0.79
C 1.92 2.75 8.26 -0.37
C 1.37 1.55 7.79 -0.90
C 1.72 1.06 6.52 -0.07
C 2.03 0.76 3.44 2.50
C 0.73 0.28 3.79 -1.16
C -0.12 -0.20 2.82 -0.76
C 0.11 0.15 1.46 1.51
C -0.96 0.37 0.57 -1.59
C -1.01 1.52 -0.32 1.50
C -2.18 1.77 -1.10 -1.64
C -2.12 2.58 -2.21 -0.15
C -1.03 3.47 -2.41 1.19
N -1.06 4.35 -3.49 0.48
C -1.63 3.86 -4.76 -1.10
C -0.53 3.14 -5.49 0.85
F -0.81 2.87 -6.80 -0.28
F 0.64 3.86 -5.45 -0.28
F -0.27 1.95 -4.85 -0.18
C -0.85 5.74 -3.41 0.14
C 0.38 6.30 -3.02 -0.03
C 0.54 7.70 -2.99 -0.86
C -0.45 8.54 -3.49 -0.34
C -1.65 7.99 -3.95 -0.84
C -1.86 6.61 -3.89 -0.26
C -0.02 3.48 -1.44 -1.32
C 0.02 2.50 -0.46 -0.36
C 1.47 0.39 1.11 -1.14
C 2.41 0.65 2.07 -1.15
H 4.60 2.55 4.62 0.48
H 4.31 2.02 2.93 0.34
H 3.38 3.83 5.38 0.56
H 3.16 4.45 7.74 0.39
H 1.79 3.06 9.29 0.38
H 0.70 0.96 8.41 0.37
H 1.51 0.03 6.25 0.61
H 0.37 0.35 4.81 0.45
H -1.02 -0.76 3.08 0.39
H -1.91 -0.12 0.83 0.38
H -3.14 1.30 -0.84 0.38
H -2.97 2.61 -2.90 0.41
H -2.43 3.14 -4.61 0.24
H -1.96 4.70 -5.38 0.64
H 1.20 5.63 -2.75 0.40
H 1.46 8.12 -2.58 0.36
H -0.29 9.62 -3.56 0.37
H -2.44 8.64 -4.35 0.37
H -2.82 6.19 -4.21 0.49
H 0.74 4.27 -1.48 0.06
H 0.88 2.51 0.23 0.55
H 1.73 0.42 0.05 0.79
H 3.43 0.86 1.75 0.25
C 0.58 -8.56 -2.32 -1.21
C -0.21 -7.45 -1.76 0.69
C -1.59 -7.34 -1.73 -0.72
C -2.04 -6.09 -1.17 -0.96
C -0.99 -5.25 -0.85 0.26
B -1.08 -3.60 -0.56 1.38
C -1.25 -3.56 1.09 0.55
C -2.52 -3.76 1.63 -0.69
C -2.67 -4.05 3.00 -0.75
C -1.55 -4.06 3.84 -0.54
C -0.29 -3.74 3.31 -0.74
C -0.15 -3.47 1.94 -0.63
O 0.11 -3.00 -1.06 -0.69
C -0.19 -2.65 -2.40 2.12
C 0.63 -1.41 -2.74 -1.66
C 0.18 -3.80 -3.33 -2.05
C -1.80 -2.43 -2.37 1.88
C -2.16 -1.03 -1.95 -1.57
C -2.52 -2.74 -3.67 -2.10
O -2.25 -3.28 -1.32 -0.47
S 0.54 -6.08 -1.00 -0.29
H -0.11 -9.31 -2.72 0.34
H 1.21 -8.19 -3.14 0.25
H 1.22 -9.02 -1.56 0.27
H -2.24 -8.11 -2.12 0.33
H -3.10 -5.87 -1.02 0.45
H -3.39 -3.72 0.98 0.39
H -3.66 -4.26 3.40 0.39
H -1.65 -4.36 4.88 0.39
H 0.58 -3.71 3.96 0.46
H 0.82 -3.20 1.53 0.41
H 0.26 -0.92 -3.66 0.23
H 0.63 -0.68 -1.92 -0.02
H 1.67 -1.70 -2.94 0.58
H 0.05 -3.48 -4.37 0.37
H 1.23 -4.09 -3.21 0.43
H -0.45 -4.69 -3.16 0.30
H -1.87 -0.26 -2.67 0.33
H -3.24 -0.94 -1.76 0.52
H -1.65 -0.82 -1.01 -0.84
H -2.19 -2.02 -4.43 0.29
H -2.31 -3.75 -4.02 0.39
H -3.60 -2.64 -3.54 0.46
```

[3]
DFT (ωB97M-V/def2-TZVPD) results for a single C6H9NO molecule at a distorted geometry.

Output
E_tot = -363.9610 hartree
E_HOMO = -9.6 eV
net charge = 0
ΔE to the lowest compared entry with this formula, charge and spin = 1.7219 eV
HOMO-LUMO gap = 10.57 eV

```
17
Properties=species:S:1:pos:R:3:mulliken_charge:R:1
C -1.18 -0.20 -1.58 -0.85
C -0.68 0.07 -0.38 -0.05
C -0.45 1.38 0.25 0.19
O -0.12 2.47 -0.66 -0.56
C 0.69 1.08 1.19 -0.71
C 0.96 -0.21 1.27 -0.36
C -0.11 -0.99 0.58 0.32
N 0.34 -2.19 -0.17 -0.69
H -1.32 -1.19 -2.08 0.31
H -1.60 0.63 -2.24 0.26
H -1.29 1.74 0.84 0.30
H 0.61 2.12 -1.20 0.36
H 1.33 1.93 1.53 0.38
H 1.76 -0.65 1.83 0.35
H -0.83 -1.35 1.31 0.26
H 0.94 -1.92 -0.93 0.26
H 0.95 -2.72 0.45 0.24
```

[4]
DFT (ωB97M-V/def2-TZVPD) results for a single C3H5NO2 molecule at a distorted geometry.

Output
E_tot = -322.5032 hartree
E_HOMO = -9.9 eV
net charge = 0
ΔE to the lowest compared entry with this formula, charge and spin = 1.9345 eV
HOMO-LUMO gap = 10.86 eV

```
11
Properties=species:S:1:pos:R:3:mulliken_charge:R:1
N -1.20 0.81 0.66 -0.35
C -1.00 -0.45 0.19 0.26
O -1.88 -1.26 -0.01 -0.62
C 0.46 -0.78 -0.04 0.15
C 1.23 0.12 -0.88 -0.37
O 1.23 0.23 0.58 -0.47
H -0.41 1.34 1.01 0.24
H -2.13 1.06 0.97 0.24
H 0.72 -1.83 0.08 0.37
H 2.29 -0.03 -0.90 0.32
H 0.68 0.85 -1.48 0.24
```

[5]
DFT (ωB97M-V/def2-TZVPD) results for a molecular structure, C26H41MnN2S at a distorted geometry.

Output
E_tot = -2673.5132 hartree
E_HOMO (spin up / spin down) = -10.3 / -10.6 eV
spin multiplicity = 4
net charge = +1
ΔE to the lowest compared entry with this formula, charge and spin = 4.2639 eV
expectation value of S² = 3.87
HOMO-LUMO gap (spin up / spin down) = 6.94 / 7.15 eV

```
71
Properties=species:S:1:pos:R:3:mulliken_spin:R:1
C 1.10 -1.84 0.73 -0.09
C 1.56 -1.04 -0.38 0.06
C 0.68 -1.28 -1.50 -0.12
C -0.38 -2.16 -1.06 0.00
C -0.14 -2.46 0.35 -0.07
Mn -0.45 -0.43 0.10 2.22
C -3.32 1.27 -1.37 -0.03
C -2.81 0.85 -0.17 -0.01
H -2.50 1.58 0.62 0.00
C -2.45 -0.57 0.16 -0.03
H -2.88 -1.25 -0.59 0.00
H -2.73 -0.84 1.19 0.01
C -3.24 2.82 -1.60 0.00
H -2.54 3.37 -0.95 0.00
H -2.91 3.06 -2.61 0.00
H -4.25 3.26 -1.45 0.00
C -2.69 0.54 -2.62 0.03
H -1.66 0.13 -2.45 -0.01
H -3.32 -0.34 -2.93 0.00
H -2.54 1.21 -3.46 0.00
C 2.83 -0.30 -0.43 0.04
H 3.08 0.13 0.54 -0.01
H 3.67 -0.94 -0.75 0.00
H 2.74 0.56 -1.11 0.01
C 0.99 -0.88 -2.90 0.01
H 1.32 0.16 -2.93 0.00
H 1.80 -1.50 -3.32 -0.01
H 0.11 -0.99 -3.55 0.00
C -1.36 -2.85 -1.93 -0.01
H -1.64 -2.24 -2.79 0.00
H -0.96 -3.80 -2.32 0.00
H -2.28 -3.10 -1.38 0.00
C -0.86 -3.48 1.15 0.00
H -1.91 -3.57 0.84 0.00
H -0.40 -4.47 1.04 0.00
H -0.84 -3.23 2.22 0.00
C 1.90 -2.19 1.92 0.01
H 1.28 -2.52 2.75 0.00
H 2.59 -3.03 1.68 -0.01
H 2.53 -1.36 2.26 0.00
C 1.86 2.48 -1.46 0.86
C 0.65 2.69 -2.26 0.01
C 2.99 3.15 -2.02 -0.09
C 0.64 2.86 -3.63 0.05
H -0.47 2.67 -2.19 0.07
C 2.93 3.39 -3.42 0.04
H 3.82 3.46 -1.46 0.01
C 1.84 3.18 -4.29 -0.01
H -0.36 2.70 -4.06 0.00
H 3.75 3.75 -4.00 0.01
H 1.69 3.23 -5.38 0.00
C 2.44 1.11 3.64 0.00
N 1.24 0.55 4.26 0.01
C 1.13 0.85 5.69 0.00
C 0.14 0.28 3.53 0.02
S 0.01 0.88 1.89 0.02
N -0.89 -0.37 4.12 0.01
C -0.69 -1.29 5.24 0.00
C -2.20 -0.47 3.49 0.00
H 2.48 2.20 3.78 0.00
H 2.46 0.89 2.57 0.01
H 3.32 0.67 4.12 0.00
H 0.13 1.23 5.95 0.00
H 1.36 -0.04 6.29 0.00
H 1.87 1.61 5.94 0.00
H -0.88 -0.77 6.20 0.00
H -1.42 -2.10 5.15 0.00
H 0.32 -1.73 5.24 0.00
H -2.44 0.46 2.97 0.00
H -2.22 -1.33 2.81 0.00
H -2.94 -0.66 4.27 0.00
```

[6]
DFT (ωB97M-V/def2-TZVPD) results for 3 unconnected molecules or ions with the total composition C12H31N4O6S2 at a distorted geometry.

Output
E_tot = -1942.3320 hartree
E_HOMO = -12.1 eV
net charge = +1
HOMO-LUMO gap = 7.02 eV

```
55
Properties=species:S:1:pos:R:3:mulliken_charge:R:1
N 0.03 2.17 2.53 -0.70
C -1.43 2.25 2.12 0.05
C -1.55 3.52 1.17 -0.66
C -2.97 3.74 0.49 0.18
C -3.61 2.45 -0.14 -0.60
N -5.13 2.47 0.06 -0.22
C -5.45 2.61 1.46 0.24
N -6.50 1.87 1.91 -0.39
N -4.72 3.52 2.32 -0.21
C -4.04 4.48 1.42 -0.79
H 0.42 3.10 2.65 0.29
H 0.48 1.76 1.70 0.23
H -2.01 2.35 3.09 0.01
H -1.66 1.26 1.63 0.11
H -1.36 4.43 1.83 0.26
H -0.74 3.56 0.38 0.33
H -2.79 4.47 -0.37 0.42
H -3.27 1.47 0.30 0.26
H -3.42 2.48 -1.25 0.23
H -5.43 1.52 -0.20 0.39
H -7.43 2.26 1.72 0.25
H -6.36 1.01 2.45 0.25
H -4.05 2.99 2.89 0.31
H -3.49 5.31 1.94 0.40
H -4.78 4.96 0.72 0.37
O -1.23 -0.49 -0.77 -0.62
S -0.09 -1.27 -0.35 1.17
O 1.26 -0.85 -0.62 -0.55
O -0.27 -2.79 -0.88 -0.31
C -0.48 -3.01 -2.28 -0.34
C 0.80 -2.85 -3.07 -0.91
C -0.23 -1.61 1.38 -1.00
H -1.27 -2.34 -2.65 0.31
H -0.85 -4.03 -2.38 0.30
H 1.15 -1.81 -3.05 0.29
H 0.64 -3.13 -4.12 0.42
H 1.60 -3.47 -2.65 0.17
H -1.24 -1.97 1.58 0.32
H -0.05 -0.68 1.92 0.36
H 0.51 -2.36 1.65 0.37
O 6.63 -4.26 -0.59 -0.63
S 6.44 -3.07 -1.38 1.17
O 7.10 -1.84 -1.05 -0.61
O 4.86 -2.79 -1.53 -0.24
C 4.07 -2.69 -0.34 0.07
C 4.28 -1.36 0.36 -1.06
C 6.77 -3.45 -3.08 -0.93
H 4.29 -3.52 0.33 0.34
H 3.03 -2.78 -0.64 -0.13
H 5.30 -1.27 0.75 0.44
H 3.59 -1.25 1.19 0.34
H 4.13 -0.53 -0.34 0.23
H 6.24 -4.36 -3.34 0.31
H 7.84 -3.59 -3.19 0.38
H 6.43 -2.61 -3.69 0.31
```

Q: net charge of number 5 (C26H41MnN2S)?
A: +1

Repeat the third record exactly.
DFT (ωB97M-V/def2-TZVPD) results for a single C6H9NO molecule at a distorted geometry.

Output
E_tot = -363.9610 hartree
E_HOMO = -9.6 eV
net charge = 0
ΔE to the lowest compared entry with this formula, charge and spin = 1.7219 eV
HOMO-LUMO gap = 10.57 eV

```
17
Properties=species:S:1:pos:R:3:mulliken_charge:R:1
C -1.18 -0.20 -1.58 -0.85
C -0.68 0.07 -0.38 -0.05
C -0.45 1.38 0.25 0.19
O -0.12 2.47 -0.66 -0.56
C 0.69 1.08 1.19 -0.71
C 0.96 -0.21 1.27 -0.36
C -0.11 -0.99 0.58 0.32
N 0.34 -2.19 -0.17 -0.69
H -1.32 -1.19 -2.08 0.31
H -1.60 0.63 -2.24 0.26
H -1.29 1.74 0.84 0.30
H 0.61 2.12 -1.20 0.36
H 1.33 1.93 1.53 0.38
H 1.76 -0.65 1.83 0.35
H -0.83 -1.35 1.31 0.26
H 0.94 -1.92 -0.93 0.26
H 0.95 -2.72 0.45 0.24
```